1.
An isolated molecule of C17H16N2O5S. Source: the Open Molecules 2025 dataset; level of theory: ωB97M-V/def2-TZVPD.

CARTESIAN COORDINATES (ANGSTROEM)
O: 2.20431 -2.16731 -2.76215
C: 2.25928 -2.44325 -3.93584
O: 3.41138 -2.68313 -4.55701
H: 4.16386 -2.59817 -3.94938
C: 1.08350 -2.55180 -4.87190
C: -0.25043 -2.32649 -4.16349
H: -1.03606 -2.21410 -4.91008
H: -0.19120 -1.38752 -3.60906
C: -0.60724 -3.48083 -3.21046
C: -1.21079 -2.96706 -1.90980
O: -2.35920 -3.16598 -1.58727
N: -0.29572 -2.26764 -1.17989
C: -0.45606 -1.63339 0.04496
C: 0.65456 -0.97429 0.57954
C: 0.56819 -0.32751 1.79353
C: -0.63917 -0.31733 2.47970
C: -1.74493 -0.97388 1.96332
C: -1.65836 -1.63074 0.75101
H: -2.51531 -2.14122 0.34500
H: -2.67410 -0.96887 2.51174
S: -0.75324 0.48814 4.06985
C: -0.50913 2.17922 3.67410
C: -0.52830 2.66802 2.36796
C: -0.33853 4.01174 2.13650
C: -0.13441 4.87747 3.20762
C: -0.12904 4.39873 4.51696
C: -0.31550 3.05636 4.74597
H: -0.31232 2.66415 5.75098
H: 0.02649 5.09126 5.32971
N: 0.06841 6.27191 2.96102
O: 0.22236 7.00214 3.92085
O: 0.07676 6.64839 1.80439
H: -0.34997 4.41055 1.13369
H: -0.69638 1.99728 1.53966
H: 1.42874 0.17601 2.20805
H: 1.58751 -0.98131 0.03501
H: 0.63591 -2.18852 -1.58292
H: -1.32492 -4.15631 -3.67478
H: 0.28859 -4.05168 -2.95974
H: 1.11830 -3.53378 -5.34787
H: 1.23217 -1.80925 -5.65946

## Properties
E, eV: -41940.4804
F_max, eV/A: 1.47
SMILES string: O=C(O)CCCC(=O)Nc1ccc(Sc2ccc([N+](=O)[O-])cc2)cc1
Energy relative to the best compared isomer or geometry (same formula, charge and spin), kcal per mole: 45.1
Total charge: 0
HOMO energy, eV: -8.2942

=====

2.
A cluster of 2 separate species, H2NPS in total. Source: the Open Molecules 2025 dataset; level of theory: ωB97M-V/def2-TZVPD.

CARTESIAN COORDINATES (ANGSTROEM)
N: -1.05354 0.04250 0.39022
P: 1.29425 0.66246 -0.10136
S: 2.36904 -0.86697 -0.03075
H: -1.02579 -0.73669 -0.32458
H: -1.58396 0.89870 0.06646

## Properties
E, eV: -21644.4311
F_max, eV/A: 3.13
Energy relative to the best compared isomer or geometry (same formula, charge and spin), kcal per mole: 56.6
Total charge: 0
HOMO energy (spin up / spin down), eV: -8.5802 / -8.5872

=====

3.
A structure of composition C4H32N2O11. Source: the Open Molecules 2025 dataset; level of theory: ωB97M-V/def2-TZVPD.

CARTESIAN COORDINATES (ANGSTROEM)
C: 2.53706 -0.69002 -0.89781
C: 1.44646 -1.13360 0.07895
C: 0.64546 0.06147 0.55321
C: -0.18237 0.68836 -0.28358
N: -1.00778 1.79144 0.08166
N: 0.78102 0.41753 1.91503
H: 3.16557 -1.53273 -1.20785
H: 3.18556 0.07090 -0.46505
H: 2.09507 -0.29699 -1.80961
H: 1.87920 -1.68684 0.91782
H: 0.78207 -1.83639 -0.44407
H: -0.27426 0.34462 -1.30004
H: -1.11692 2.41941 -0.70461
H: -0.63099 2.32815 0.85504
H: 1.56315 -0.01795 2.38763
H: 0.85161 1.42566 2.00762
H: 0.87490 3.38557 0.88505
H: 0.35956 2.56574 -0.33330
O: 0.56481 2.52027 0.63610
H: -1.54788 1.25175 -4.40203
H: -0.96275 0.06996 -3.54303
O: -0.83578 1.01472 -3.80705
H: -1.05908 -2.48026 1.29916
H: -2.19933 -1.55567 1.71544
O: -2.00876 -2.42188 1.27642
H: 0.20762 3.55349 -2.56430
H: -0.38793 2.11935 -2.60712
O: -0.20096 2.87785 -2.00593
H: -2.24128 0.64704 1.72878
H: -1.17923 0.12935 2.66428
O: -2.14767 0.05943 2.49828
H: 1.86694 1.49554 1.15762
H: 2.16057 0.56221 2.31477
O: 2.60836 0.99620 1.56966
H: -0.73925 -2.35865 -3.31053
H: -2.02578 -1.80991 -2.54044
O: -1.34710 -1.61587 -3.23355
H: -4.80931 0.10446 0.22113
H: -3.50440 0.69257 -0.31981
O: -4.30512 0.20722 -0.59359
H: 2.37937 -1.62638 2.47210
H: 2.01401 -1.62946 3.98477
O: 1.68575 -1.34915 3.12220
H: 3.40096 -0.54783 1.18809
H: 3.32303 -1.85280 0.37537
O: 3.58633 -1.52048 1.22828
H: -2.64996 -2.31858 -0.34578
H: -3.59378 -1.36770 -1.16335
O: -3.00676 -2.15110 -1.25207

## Properties
E, eV: -30159.0377
F_max, eV/A: 13.93
Energy relative to the best compared isomer or geometry (same formula, charge and spin), kcal per mole: 301.6
Total charge: 0
HOMO energy, eV: -7.0085

=====

4.
A cluster of 16 separate species, F6H30O15P in total. Source: the Open Molecules 2025 dataset; level of theory: ωB97M-V/def2-TZVPD.

CARTESIAN COORDINATES (ANGSTROEM)
P: -0.14041 -0.55531 0.52755
F: 0.74481 -0.48357 -0.84078
F: -1.47902 -0.75802 -0.30778
F: 0.20563 -2.15782 0.52466
F: -1.03683 -0.56406 1.91857
F: 1.16360 -0.29209 1.42857
F: -0.28049 1.11248 0.33153
O: 0.21598 -4.14086 -4.15707
H: 0.34985 -3.52235 -4.87523
H: 0.08923 -3.58885 -3.38542
O: 6.50050 -0.02884 -1.41558
H: 7.42560 -0.25777 -1.32612
H: 6.04038 -0.67575 -0.88077
O: 3.16230 -3.95427 3.91402
H: 2.68017 -3.27477 3.44277
H: 2.75335 -3.98261 4.77900
O: 6.16976 2.89614 2.10511
H: 5.96301 2.17092 2.69464
H: 5.92235 2.57774 1.23699
O: 3.24714 4.44325 -2.45551
H: 4.06587 4.05786 -2.76757
H: 2.58221 4.11823 -3.06252
O: -2.93885 -5.32150 5.03243
H: -2.15253 -4.78242 5.11793
H: -3.62530 -4.81527 5.46690
O: 1.19587 -0.69088 -6.83050
H: 1.96944 -0.22151 -6.51822
H: 1.46006 -1.05301 -7.67625
O: 1.11809 -7.88263 1.02400
H: 1.36128 -6.99277 0.76860
H: 1.27252 -7.91199 1.96821
O: -5.32061 -3.18453 -2.04601
H: -5.33854 -3.46995 -2.95949
H: -4.45974 -2.78029 -1.93775
O: -2.09295 4.77395 3.55549
H: -2.69538 4.25593 3.02167
H: -1.80852 4.17510 4.24594
O: 1.73092 6.62098 1.16672
H: 0.92222 6.11167 1.21990
H: 2.16788 6.29601 0.37951
O: -5.19916 1.51195 1.66214
H: -5.97258 1.00666 1.41168
H: -4.48323 1.11768 1.16391
O: -2.74914 0.81203 -5.15260
H: -1.89298 0.39266 -5.23833
H: -2.54950 1.72534 -4.94708
O: -1.23672 4.45967 -3.33594
H: -1.00781 4.08348 -2.48606
H: -0.83991 5.33071 -3.32755
O: -4.65245 1.23285 6.19976
H: -4.72957 1.22093 5.24574
H: -3.79781 0.83962 6.37637

## Properties
E, eV: -56801.4297
F_max, eV/A: 1.79
Energy relative to the best compared isomer or geometry (same formula, charge and spin), kcal per mole: 80.9
Total charge: -1
HOMO energy, eV: -8.8310

=====

5.
An isolated molecule of C8H15N5OS. Source: the Open Molecules 2025 dataset; level of theory: ωB97M-V/def2-TZVPD.

CARTESIAN COORDINATES (ANGSTROEM)
C: -1.02568 2.47618 -0.45569
C: -1.24172 1.36495 -1.48038
C: -1.99875 -0.34803 0.01493
C: -1.86054 -1.83179 0.28504
C: -0.56382 -2.33947 1.02801
C: 1.52390 -1.49768 -0.30910
C: 1.84377 0.83673 2.14151
C: 2.10121 0.88313 0.05276
H: -1.79491 2.46236 0.30630
H: -0.01806 2.45541 -0.01599
H: -1.10195 3.42479 -0.98177
H: -2.24234 1.42308 -1.90549
H: -0.47838 1.43076 -2.28836
H: -1.99697 0.17202 1.00353
H: -3.00089 -0.15384 -0.36558
H: -1.93290 -2.39204 -0.69319
H: -2.70512 -2.16144 0.93388
H: -0.74505 -3.38888 1.35828
H: -0.37427 -1.72779 1.90157
H: 0.58966 -3.21766 -0.47329
H: 1.76874 1.22769 3.13982
H: 2.69711 0.57230 -1.83818
H: 2.77079 2.22443 -1.19874
N: 0.67380 -2.43309 0.17343
N: 1.69489 -0.37217 0.46304
N: 1.46498 -0.34489 1.84240
N: 2.25908 1.65093 1.12071
N: 2.31028 1.28881 -1.21770
O: -1.01329 0.08773 -0.86804
S: 2.39643 -1.77254 -1.67369

## Properties
E, eV: -28872.3065
F_max, eV/A: 1.80
SMILES string: CCOCCCNC(=S)n1ncnc1N
Energy relative to the best compared isomer or geometry (same formula, charge and spin), kcal per mole: 0.0
Total charge: 0
HOMO energy, eV: -8.6960